(1)
DFT (ωB97M-V/def2-TZVPD) results for an isolated molecule of C3INS in a non-equilibrium geometry.

Calculated values
Multiplicity   3
HOMO (alpha / beta)   -7.43 / -9.58 eV
ΔE to the lowest compared entry with this formula, charge and spin   40.7 kcal per mole
⟨S²⟩   2.025
LUMO (alpha / beta)   -0.02350 / -0.15511 hartree

Each line ends with the Löwdin charge.
Geometry (Å):
I: -2.857 0.078 0.498  0.621
S: 0.529 -1.366 0.444  0.935
N: 1.961 -0.576 -0.414  -0.027
C: 0.978 0.285 -0.348  -0.628
C: 0.050 1.288 -0.453  -0.053
C: -0.661 0.292 0.273  -0.849

---

(2)
DFT (ωB97M-V/def2-TZVPD) results for a 12-piece molecular cluster, C37H76Cl2N3O11 overall in a non-equilibrium geometry.

Calculated values
Multiplicity   1
HOMO   -10.58 eV
Net charge   +1
LUMO   -0.13947 hartree

Each line ends with the Löwdin charge.
Geometry (Å):
Cl: 1.312 2.636 1.722  0.731
Cl: 4.599 0.782 -0.380  0.684
O: 3.904 0.795 -5.401  0.067
O: 2.298 2.285 5.171  0.010
O: -1.723 6.044 -5.399  0.059
O: 6.026 -7.954 -3.274  0.038
O: -6.435 3.490 1.894  0.048
O: -1.873 4.377 4.595  0.057
O: 2.456 4.148 -3.436  0.033
O: 0.676 1.643 9.430  0.058
O: -11.178 1.999 2.107  0.050
O: 3.987 -4.853 -4.974  0.045
O: 1.975 -11.848 -2.675  0.064
N: 3.628 1.770 2.591  0.013
N: 5.951 1.554 2.354  0.236
N: 5.080 3.620 2.893  0.220
C: 5.108 -5.292 -4.838  -0.498
C: 3.769 -1.559 -5.746  -0.015
C: 2.771 1.653 1.415  -0.686
C: -3.972 5.668 -6.069  -0.021
C: -7.553 1.799 3.138  -0.014
C: 0.324 -10.150 -2.900  -0.018
C: -1.559 4.488 2.249  -0.042
C: 2.539 2.360 -1.053  -0.160
C: -7.339 2.684 1.935  -0.488
C: 3.128 3.863 6.745  -0.013
C: 5.702 -6.254 -5.834  -0.018
C: 5.852 -9.048 -2.780  -0.472
C: -0.545 -0.329 9.947  -0.020
C: 3.095 4.074 -5.722  -0.022
C: 1.475 -0.325 8.359  -0.018
C: -0.229 -12.654 -3.053  -0.023
C: -2.882 6.372 -5.301  -0.492
C: 0.643 4.140 -4.976  -0.025
C: -2.398 4.442 3.506  -0.489
C: 7.013 -9.920 -2.376  -0.015
C: -3.889 4.477 3.325  -0.025
C: -8.312 2.511 0.803  -0.020
C: 4.472 -9.599 -2.546  -0.019
C: -12.305 2.317 2.413  -0.489
C: 2.039 3.105 6.034  -0.482
C: 0.812 -11.578 -2.857  -0.500
C: -3.309 7.508 -4.403  -0.021
C: -13.508 1.666 1.778  -0.019
C: 3.450 2.086 0.120  -0.702
C: 4.889 2.310 2.587  -0.409
C: 2.098 4.123 -4.596  -0.480
C: 0.631 3.403 6.441  -0.010
C: -12.574 3.382 3.446  -0.018
C: 3.697 -0.299 -4.928  -0.489
C: 3.349 -0.456 -3.464  -0.032
C: 5.969 -4.881 -3.666  -0.024
C: 0.548 0.453 9.264  -0.498
H: -1.790 3.635 1.609  0.082
H: 0.907 -0.796 7.556  0.087
H: 5.695 0.606 2.104  0.107
H: 5.448 4.202 2.146  0.139
H: -7.487 0.750 2.847  0.087
H: 3.076 3.660 7.816  0.093
H: 0.244 -13.631 -3.001  0.082
H: 6.977 -10.864 -2.921  0.089
H: 4.025 -1.312 -6.773  0.086
H: 4.060 2.977 0.274  0.099
H: -13.182 0.922 1.056  0.082
H: 2.969 4.946 -6.367  0.088
H: 6.963 -10.136 -1.308  0.087
H: -0.993 -12.582 -2.278  0.086
H: -0.420 -9.984 -2.119  0.086
H: 6.233 -5.753 -3.074  0.056
H: 4.976 -6.443 -6.622  0.083
H: 0.402 4.455 6.269  0.093
H: 2.944 3.171 -6.315  0.077
H: 4.336 -10.530 -3.095  0.083
H: -0.509 4.460 2.529  0.025
H: 2.810 -2.077 -5.728  0.092
H: 3.164 2.672 -1.886  0.060
H: -13.150 2.964 4.273  0.088
H: -13.147 4.198 3.002  0.088
H: 1.161 -9.473 -2.746  0.068
H: -3.801 8.284 -4.990  0.087
H: 5.413 -4.178 -3.048  0.073
H: -4.224 3.630 2.729  0.066
H: 0.420 5.011 -5.588  0.070
H: 6.603 -5.822 -6.274  0.088
H: 6.660 1.899 1.714  0.144
H: -1.189 -0.801 9.204  0.087
H: -3.539 4.876 -6.675  0.081
H: 4.105 4.064 -5.320  0.082
H: 2.215 0.346 7.928  0.071
H: 4.104 3.560 6.370  0.074
H: -0.135 -9.939 -3.866  0.088
H: -8.546 1.977 3.554  0.080
H: -4.489 6.376 -6.719  0.087
H: 1.859 3.185 -0.867  0.066
H: 0.515 3.182 7.504  0.075
H: 4.524 -2.231 -5.337  0.072
H: 0.028 4.177 -4.081  0.079
H: -14.119 1.184 2.542  0.088
H: 6.881 -4.400 -4.027  0.086
H: -1.756 5.406 1.693  0.089
H: -4.186 5.392 2.812  0.093
H: -8.060 3.197 -0.003  0.081
H: 4.322 -9.803 -1.485  0.093
H: 3.229 1.496 3.482  0.112
H: -0.709 -12.537 -4.026  0.086
H: -8.276 1.487 0.428  0.091
H: -4.699 5.237 -5.379  0.086
H: 0.400 3.240 -5.545  0.092
H: 7.948 -9.412 -2.597  0.082
H: 2.997 4.936 6.591  0.091
H: -0.112 -1.109 10.576  0.088
H: 1.985 -1.104 8.927  0.087
H: -4.374 4.440 4.297  0.086
H: 4.194 4.022 3.185  0.125
H: 3.335 0.524 -3.000  0.029
H: -14.115 2.418 1.272  0.088
H: -4.011 7.146 -3.650  0.086
H: 3.731 -8.877 -2.881  0.077
H: 2.450 0.618 1.335  0.111
H: 5.955 -7.189 -5.344  0.057
H: 2.367 -0.922 -3.364  0.093
H: -11.632 3.771 3.826  0.080
H: -0.064 2.799 5.865  0.080
H: 2.010 1.465 -1.375  0.087
H: -1.139 0.340 10.565  0.084
H: -9.321 2.717 1.160  0.054
H: -2.437 7.930 -3.909  0.081
H: -6.798 2.012 3.892  0.077
H: 4.086 -1.085 -2.964  0.075

---

(3)
DFT (ωB97M-V/def2-TZVPD) results for an isolated molecule of C2H3N3O.

Calculated values
Multiplicity   1
HOMO (alpha / beta)   -8.95 / -8.95 eV
ΔE to the lowest compared entry with this formula, charge and spin   89.5 kcal per mole
Structure (SMILES)   N=C=C(N)N=O
LUMO (alpha / beta)   -0.01317 / -0.01321 hartree

Each line ends with the Löwdin charge.
Geometry (Å):
O: 1.662 -1.356 0.541  -0.044
N: -1.628 -0.276 -0.010  0.062
N: 1.343 1.674 -0.502  0.203
N: 0.468 -1.454 0.328  -0.020
C: -0.220 -0.246 0.034  -0.383
C: 0.534 0.842 -0.153  -0.071
H: -1.954 -1.079 0.518  0.078
H: 1.776 2.270 0.199  0.094
H: -1.980 -0.363 -0.957  0.081

---

(4)
DFT (ωB97M-V/def2-TZVPD) results for C22H37N3P3RhSe as an isolated structure.

Calculated values
Multiplicity   1
HOMO   -13.99 eV
ΔE to the lowest compared entry with this formula, charge and spin   5.8 kcal per mole
Net charge   +2
LUMO   -0.28847 hartree

Each line ends with the Löwdin charge.
Geometry (Å):
Rh: -1.163 0.043 -1.031  0.513
Se: -4.253 -2.702 -1.599  0.788
P: 1.035 -0.183 -0.719  0.959
P: -1.357 -0.460 1.249  0.962
P: -1.367 0.833 -3.288  0.747
N: 0.456 -0.223 3.272  0.172
N: 2.524 0.400 1.467  0.158
N: -1.488 -1.766 -1.761  -0.136
C: -2.391 1.569 2.968  -0.052
C: 4.223 0.809 4.642  -0.023
C: 4.008 0.807 3.298  0.008
C: -2.132 -1.912 1.967  -0.177
C: 1.220 -2.908 -0.316  -0.070
C: -2.628 -2.136 -1.684  -0.955
C: -1.474 2.097 0.660  -0.092
C: 1.815 -1.793 -1.182  -0.673
C: -3.156 0.848 -3.594  -0.229
C: 2.735 0.436 2.801  -0.179
C: 1.914 1.177 -1.506  -0.195
C: 1.327 0.042 1.068  -0.407
C: 0.283 -0.236 1.971  -0.407
C: -2.284 1.104 1.520  -0.694
C: -0.679 -0.147 -4.637  -0.229
C: 3.319 -1.656 -0.889  -0.065
C: 3.192 0.448 5.551  -0.022
C: -0.829 2.540 -3.577  -0.235
C: -3.673 0.877 0.907  -0.073
C: 1.693 0.087 3.717  -0.181
C: 1.954 0.097 5.108  0.009
C: 1.623 -2.082 -2.672  -0.077
H: 1.381 2.116 -1.337  0.055
H: 1.367 -2.724 0.749  0.084
H: 0.579 -2.230 -2.929  0.048
H: 1.739 -3.837 -0.556  0.107
H: -2.168 -1.817 3.053  0.071
H: -1.170 2.872 -4.559  0.068
H: -3.663 1.510 -2.891  0.054
H: -1.621 1.929 -0.438  0.042
H: 1.155 -0.175 5.783  0.126
H: -1.533 -2.785 1.703  0.062
H: 0.409 -0.092 -4.638  0.042
H: 2.012 0.997 -2.576  0.054
H: 2.165 -3.000 -2.905  0.107
H: -3.025 2.457 3.014  0.104
H: -2.844 0.807 3.602  0.095
H: -4.275 0.206 1.521  0.098
H: -1.417 1.822 3.384  0.082
H: -1.250 3.204 -2.821  0.051
H: 0.161 -3.058 -0.520  0.058
H: -1.053 0.238 -5.587  0.070
H: 2.903 1.252 -1.051  0.065
H: -3.627 0.447 -0.104  0.052
H: -3.349 1.205 -4.607  0.069
H: 0.259 2.614 -3.543  0.040
H: -3.570 -0.157 -3.491  0.027
H: 3.780 -2.613 -1.137  0.107
H: 3.403 0.457 6.612  0.124
H: -0.982 -1.187 -4.527  0.052
H: -1.811 3.126 0.811  0.123
H: 3.528 -1.444 0.158  0.075
H: 5.193 1.085 5.033  0.124
H: -4.207 1.827 0.837  0.108
H: 3.797 -0.896 -1.507  0.088
H: -3.134 -2.043 1.559  0.044
H: 2.054 -1.296 -3.295  0.077
H: 4.782 1.071 2.590  0.125
H: -0.414 2.098 0.901  0.076

---

| no. | calculated total energy (eV) |
| --- | --- |
| 1 | -23527.402 |
| 2 | -91633.494 |
| 3 | -8636.614 |
| 4 | -124093.050 |